ORCA calculation (the ωB97M-V functional and the def2-TZVPD basis) on 2 unconnected molecules or ions with the total composition C4H10N2O2.

Output
SMILES: C=C(N)O.C=C(N)O
Charge: 0
LUMO level, eV: 0.6
Frontier orbital gap, eV: 8.9
Calculated total energy, eV: -11384.27922

```
18
Properties=species:S:1:pos:R:3:forces:R:3
C -1.917 -0.233 0.233 -0.13 0.12 -0.24
N -2.777 -1.311 0.093 0.04 -0.22 0.19
C -2.065 0.935 -0.385 0.04 0.02 0.19
O -0.921 -0.431 1.151 -0.24 -0.15 0.11
H -0.412 -1.219 0.906 0.05 0.17 -0.09
H -2.380 -2.220 0.275 -0.08 0.07 -0.05
H -3.380 -1.281 -0.712 0.06 -0.04 -0.04
H -2.884 1.106 -1.056 -0.23 -0.02 -0.15
H -1.407 1.757 -0.180 0.23 0.11 0.07
C 2.005 0.114 -0.059 0.11 0.04 0.08
N 1.563 1.113 0.799 -0.10 -0.12 0.23
C 2.751 0.290 -1.142 -0.16 -0.16 -0.09
O 1.657 -1.158 0.359 0.11 0.10 0.38
H 1.755 -1.178 1.328 0.08 0.06 -0.35
H 0.627 0.951 1.159 0.12 0.06 -0.19
H 1.688 2.043 0.430 0.02 -0.04 0.07
H 3.124 -0.551 -1.690 0.12 -0.25 -0.05
H 2.973 1.274 -1.508 -0.04 0.26 -0.05
```
Forces are in eV/Å.